C51H121N3O32 | ωB97M-V/def2-TZVPD

- DFT total energy (a.u.) = -4587.349555
- HOMO (alpha / beta) (eV) = 0.63 / -6.76
- LUMO (alpha / beta) (eV) = 1.9 / 1.9
- expectation value of S² = 0.7503

Structure (ORCA input):
```
! wB97M-V def2-TZVPD RIJCOSX def2/J DEFGRID3
* xyz -1 2
C -8.568 8.347 -5.504
C -7.509 8.599 -4.362
O -6.618 7.538 -4.296
C -6.637 6.557 -3.392
O -7.534 6.382 -2.501
O -5.661 5.816 -3.710
C -5.494 4.566 -2.980
H -9.181 7.485 -5.240
H -8.065 8.201 -6.460
H -9.260 9.189 -5.523
H -7.970 8.853 -3.407
H -6.944 9.451 -4.740
H -6.234 3.823 -3.278
H -5.531 4.751 -1.906
H -4.452 4.261 -3.071
C 1.987 0.472 -6.120
C 1.051 0.904 -5.006
O -0.059 -0.019 -4.884
C -0.985 -0.187 -5.793
O -1.106 0.484 -6.866
O -1.718 -1.249 -5.391
C -2.798 -1.662 -6.226
H 2.382 -0.536 -5.995
H 2.856 1.111 -6.277
H 1.464 0.578 -7.070
H 0.611 1.900 -4.956
H 1.504 0.737 -4.028
H -3.009 -2.724 -6.098
H -2.524 -1.545 -7.274
H -3.734 -1.153 -5.993
C -1.621 6.551 0.757
C -0.383 7.251 1.230
O 0.382 7.167 0.039
C 1.579 7.754 -0.056
O 2.259 8.282 0.793
O 1.984 7.547 -1.320
C 3.301 7.988 -1.673
H -2.004 6.975 -0.171
H -2.420 6.765 1.467
H -1.449 5.479 0.666
H 0.056 6.769 2.104
H -0.610 8.252 1.596
H 4.003 7.839 -0.852
H 3.186 9.054 -1.864
H 3.676 7.626 -2.630
C 6.941 -4.734 8.239
C 7.747 -4.641 6.917
O 6.907 -3.978 5.949
C 7.258 -3.935 4.675
O 8.248 -4.406 4.106
O 6.428 -3.133 4.112
C 6.206 -3.254 2.686
H 5.903 -5.041 8.110
H 7.016 -3.730 8.657
H 7.405 -5.456 8.911
H 7.980 -5.656 6.595
H 8.613 -4.011 7.119
H 5.561 -4.107 2.477
H 7.110 -3.113 2.092
H 5.646 -2.353 2.437
C -7.681 -0.509 4.386
C -6.656 -1.228 5.239
O -5.391 -1.154 4.548
C -4.224 -0.981 5.168
O -4.109 -0.972 6.397
O -3.182 -1.274 4.330
C -1.867 -1.553 4.758
H -7.579 -0.788 3.337
H -7.516 0.564 4.289
H -8.669 -0.711 4.801
H -6.823 -2.305 5.276
H -6.686 -1.016 6.308
H -1.112 -1.458 3.977
H -1.789 -2.502 5.288
H -1.656 -0.786 5.502
C 2.088 2.097 4.513
C 1.768 0.727 3.982
O 2.752 -0.204 4.367
C 2.649 -1.011 5.278
O 1.703 -1.146 5.978
O 3.630 -1.889 5.092
C 3.798 -2.912 6.107
H 2.086 2.068 5.603
H 1.468 2.843 4.016
H 3.116 2.365 4.271
H 1.719 0.690 2.893
H 0.799 0.343 4.299
H 4.564 -2.455 6.734
H 4.260 -3.817 5.714
H 2.977 -3.149 6.783
C 2.501 -4.566 2.742
C 1.142 -5.211 2.392
O 0.094 -4.971 3.332
C 0.109 -5.790 4.402
O 0.822 -6.773 4.640
O -0.871 -5.359 5.168
C -0.943 -5.892 6.484
H 3.364 -5.032 2.267
H 2.684 -4.589 3.816
H 2.409 -3.490 2.594
H 1.138 -6.244 2.045
H 0.794 -4.795 1.446
H -1.705 -5.414 7.099
H -0.024 -5.710 7.041
H -1.144 -6.963 6.507
C -8.850 -3.301 -0.114
O -7.999 -3.218 -1.256
C -7.889 -1.925 -1.880
C -6.762 -1.909 -2.909
N -5.506 -2.337 -2.242
C -4.622 -2.843 -3.287
C -3.204 -3.056 -2.788
O -3.250 -4.199 -1.906
C -2.022 -4.599 -1.405
H -8.897 -4.296 0.329
H -9.864 -2.922 -0.242
H -8.346 -2.687 0.632
H -7.575 -1.127 -1.207
H -8.851 -1.582 -2.261
H -6.548 -0.938 -3.355
H -7.069 -2.615 -3.681
H -5.729 -3.133 -1.661
H -4.572 -2.157 -4.133
H -4.913 -3.754 -3.810
H -2.833 -2.151 -2.308
H -2.492 -3.193 -3.602
H -1.444 -3.901 -0.800
H -1.228 -4.824 -2.117
H -2.065 -5.513 -0.813
C 3.064 -1.174 0.830
O 1.890 -0.526 0.368
C 0.725 -1.362 0.397
C -0.398 -0.653 -0.381
N -0.437 0.783 -0.197
C -1.056 1.386 -1.329
C -1.497 2.875 -1.098
O -0.502 3.790 -1.525
C 0.660 3.946 -0.670
H 3.423 -2.036 0.268
H 2.921 -1.557 1.840
H 3.924 -0.505 0.802
H 0.393 -1.408 1.434
H 0.894 -2.424 0.219
H -1.380 -1.114 -0.279
H -0.106 -0.733 -1.428
H 0.514 1.109 -0.295
H -1.941 0.771 -1.494
H -0.474 1.209 -2.234
H -1.580 2.909 -0.012
H -2.424 3.124 -1.614
H 0.524 4.470 0.276
H 1.148 4.738 -1.238
H 1.132 2.981 -0.490
C 9.001 -5.209 -4.329
O 8.455 -3.928 -4.285
C 9.434 -2.891 -3.834
C 9.560 -2.714 -2.322
N 8.445 -1.980 -1.726
C 7.372 -2.860 -1.428
C 6.175 -1.953 -1.092
O 5.927 -1.024 -2.192
C 4.967 0.017 -2.001
H 8.347 -5.818 -4.952
H 8.982 -5.605 -3.314
H 10.003 -5.253 -4.757
H 9.122 -1.922 -4.222
H 10.434 -3.138 -4.190
H 10.444 -2.123 -2.083
H 9.606 -3.732 -1.934
H 8.088 -1.238 -2.311
H 7.639 -3.608 -0.681
H 7.122 -3.411 -2.334
H 6.266 -1.343 -0.193
H 5.361 -2.633 -0.843
H 3.973 -0.316 -2.302
H 5.288 0.814 -2.672
H 4.880 0.464 -1.011
C -2.021 1.834 2.901
O -1.202 0.691 2.581
H -3.058 1.729 2.584
H -2.077 2.027 3.973
H -1.531 2.698 2.453
H -1.050 0.908 1.659
C -4.552 -1.973 1.168
O -4.176 -1.207 0.026
H -4.484 -2.992 0.786
H -3.892 -1.869 2.030
H -5.496 -1.556 1.519
H -4.665 -1.483 -0.752
C -4.045 0.670 -3.321
O -3.562 1.945 -3.698
H -3.868 0.415 -2.277
H -5.129 0.737 -3.417
H -3.589 -0.007 -4.044
H -3.959 2.173 -4.542
C 4.181 4.012 -1.968
O 4.855 3.085 -1.029
H 4.104 4.987 -1.485
H 4.794 4.184 -2.853
H 3.272 3.615 -2.420
H 5.784 3.325 -1.064
C -1.156 6.457 -3.371
O -2.366 5.920 -2.797
H -1.405 7.499 -3.571
H -0.286 6.369 -2.720
H -0.951 5.973 -4.326
H -2.227 5.066 -2.380
*
```